Record 1
C32H33AsN3O6SSr | ωB97M-V with the def2-TZVPD basis set

Values from the calculation:
total charge	-1
HOMO	-0.1599	Ha
E_LUMO	2.57	eV
molecular weight	750.24	g/mol

XYZ file:
```
77
Properties=species:S:1:pos:R:3:forces:R:3
Sr -0.2003 -0.9428 -0.7081 1.66 1.12 0.77
O -0.1347 -0.4828 -4.0649 -0.06 0.03 0.15
C -1.3354 -1.0894 -4.5245 0.05 0.01 -0.04
C -1.6630 -2.3343 -3.7262 0.26 0.19 0.07
N -1.7499 -2.0236 -2.3053 -0.59 -0.43 0.36
C -3.0455 -1.4086 -1.9551 -0.27 -0.11 -0.04
C -3.3271 -1.1557 -0.4340 -0.22 -0.22 -0.29
O -4.4163 -1.5820 -0.0478 0.05 0.08 0.23
O -2.4495 -0.5275 0.2370 0.22 -0.26 -0.36
C -1.4914 -3.2273 -1.4971 -0.36 -0.52 -0.13
C -0.0674 -3.8183 -1.7467 -0.08 -0.11 -0.04
O -0.0073 -5.0166 -2.0213 0.00 0.00 0.04
O 0.8835 -2.9837 -1.6337 -0.41 0.14 0.00
H 0.5071 -1.1765 -3.8604 0.06 -0.02 -0.06
H -1.2627 -1.3490 -5.5871 0.02 0.00 0.01
H -2.1167 -0.3348 -4.4226 0.02 0.02 -0.02
H -0.8402 -3.0413 -3.8623 -0.04 -0.06 -0.02
H -2.5772 -2.8238 -4.0921 -0.02 0.07 -0.01
H -3.8747 -2.0377 -2.2972 0.03 -0.03 -0.10
H -3.1186 -0.4416 -2.4616 0.00 -0.01 -0.01
H -2.2373 -4.0098 -1.6675 -0.02 0.02 -0.09
H -1.5968 -2.9710 -0.4314 -0.06 -0.10 -0.04
C 2.3363 -1.5632 2.8176 -0.04 -0.02 -0.02
C 0.8439 -1.4930 2.6520 0.05 0.19 -0.05
O 0.3313 -0.7813 1.7906 -0.11 -0.36 0.05
N 0.0940 -2.2319 3.5062 0.01 0.02 -0.01
C -1.3068 -2.4575 3.2215 0.02 0.05 -0.01
C -1.5328 -3.6881 2.3677 0.01 0.00 -0.05
C -2.8132 -3.9879 1.9168 -0.02 0.01 -0.06
C -2.9856 -5.1012 1.1153 0.00 0.01 0.01
C -1.8790 -5.8690 0.7838 0.01 -0.01 -0.03
C -0.6430 -5.4852 1.2735 -0.02 0.03 -0.04
N -0.4661 -4.4218 2.0596 -0.01 0.00 0.01
H 2.7112 -2.3537 2.1634 0.00 0.00 -0.01
H 2.6285 -1.7814 3.8448 -0.01 0.00 -0.01
H 2.7675 -0.6242 2.4773 0.01 0.02 0.00
H 0.5819 -3.0031 3.9347 0.01 0.05 0.05
H -1.6891 -1.5847 2.6899 -0.02 0.02 0.00
H -1.8607 -2.5467 4.1588 0.02 -0.01 -0.01
H -3.6396 -3.3272 2.1412 -0.03 0.04 -0.01
H -3.9660 -5.3401 0.7237 -0.01 -0.01 0.00
H -1.9566 -6.7204 0.1226 0.01 0.00 -0.01
H 0.2514 -6.0315 0.9997 0.00 -0.01 0.00
S 2.8008 -0.0835 -0.5803 -0.12 0.04 -0.17
C 2.7625 1.3216 -1.6245 0.05 0.03 0.05
C 3.5941 1.4394 -2.7491 0.00 0.00 0.00
C 3.5661 2.5692 -3.5471 0.00 -0.01 0.00
C 2.7073 3.6240 -3.2560 -0.01 0.01 0.00
C 1.8751 3.5308 -2.1501 -0.01 0.01 0.01
C 1.9036 2.4020 -1.3385 0.02 0.01 0.03
As 0.7023 2.0713 0.1508 -0.12 0.16 -0.16
C 1.8169 2.4653 1.6986 0.02 -0.08 0.01
C 3.1850 2.6872 1.6019 -0.02 0.01 0.02
C 3.9336 2.9330 2.7458 0.00 0.00 0.00
C 3.3225 2.9528 3.9922 0.01 0.00 0.00
C 1.9568 2.7239 4.0938 0.00 0.00 0.00
C 1.2094 2.4776 2.9503 -0.01 -0.02 -0.01
C -0.3190 3.7511 0.1455 0.02 0.02 0.03
C 0.2240 4.9861 0.4952 -0.01 -0.01 0.00
C -0.5530 6.1346 0.4622 0.00 0.00 0.00
C -1.8877 6.0616 0.0815 0.00 0.00 0.00
C -2.4415 4.8365 -0.2580 0.00 0.01 0.00
C -1.6599 3.6876 -0.2203 0.00 0.00 0.00
H 4.2594 0.6173 -2.9817 0.00 0.00 0.00
H 4.2181 2.6270 -4.4115 0.00 0.00 0.00
H 2.6820 4.5048 -3.8855 0.00 0.00 0.00
H 1.1966 4.3443 -1.9213 0.00 -0.01 0.00
H 3.6654 2.6520 0.6323 0.01 0.00 -0.02
H 5.0004 3.1013 2.6622 0.00 0.00 0.00
H 3.9096 3.1412 4.8829 0.00 0.00 0.00
H 1.4740 2.7319 5.0636 0.00 0.00 0.00
H 0.1444 2.2877 3.0328 0.00 0.00 0.00
H 1.2642 5.0470 0.7957 0.00 0.00 0.00
H -0.1183 7.0890 0.7344 0.00 0.00 0.00
H -2.4950 6.9582 0.0571 0.00 0.00 0.00
H -3.4842 4.7711 -0.5434 0.00 0.00 0.00
H -2.1020 2.7265 -0.4623 0.00 0.00 0.00
```
Forces are in eV/Å.

=====

Record 2
C32H33Br2F15NO23 | ωB97M-V with the def2-TZVPD basis set

Values from the calculation:
total charge	-1
HOMO	-0.1858	Ha
E_LUMO	1.74	eV
molecular weight	1244.38	g/mol

XYZ file:
```
106
Properties=species:S:1:pos:R:3:forces:R:3
O -0.2011 -0.2795 0.3512 0.02 -0.08 0.02
C -0.6091 -1.2674 -0.3052 0.09 -0.72 0.13
O -0.3966 -2.4949 -0.0939 -0.26 0.93 -0.21
C -1.5193 -0.8906 -1.5149 0.04 -0.10 0.14
C -1.7715 -2.0198 -2.5140 -0.16 0.06 -0.16
C -2.8725 -2.9683 -2.0293 -0.13 0.31 -0.07
C -2.9358 -4.3315 -2.6831 0.31 0.01 -0.11
F -4.1148 -4.9205 -2.3456 -0.12 -0.02 0.17
Br -2.9647 -4.1520 -4.6317 -0.14 -0.09 -0.07
C -1.7564 -5.2999 -2.2840 -0.31 0.00 -0.01
F -1.1935 -4.8811 -1.1678 0.02 -0.02 0.29
F -0.8039 -5.3469 -3.2194 0.26 0.09 -0.20
Br -2.3667 -7.1339 -2.0050 -0.02 -0.07 -0.08
N -1.0324 0.3033 -2.1988 -0.40 0.20 -0.45
C 0.1915 0.0919 -2.9536 0.30 0.06 0.06
C 0.8371 1.4457 -3.2461 -0.29 0.02 0.00
C 1.8652 1.4714 -4.3773 -0.13 -0.24 0.06
C 3.1636 0.7800 -4.0576 0.01 -0.03 -0.21
F 3.7981 1.3557 -3.0055 0.01 0.12 0.14
F 2.9841 -0.5301 -3.7512 0.01 -0.11 0.11
C 4.1687 0.7842 -5.2296 0.09 0.04 -0.10
F 3.7292 -0.0079 -6.2185 0.03 0.08 0.01
F 5.3716 0.3435 -4.8482 -0.10 -0.04 -0.02
F 4.3296 2.0178 -5.7326 -0.02 -0.04 0.05
H -2.4944 -0.6258 -1.0802 0.09 0.04 0.00
H -0.8582 -2.5667 -2.7610 0.04 0.07 0.19
H -2.1321 -1.5387 -3.4302 0.13 -0.16 -0.03
H -2.8262 -3.0910 -0.9446 0.15 -0.19 -0.07
H -3.8428 -2.5216 -2.2737 0.04 -0.01 0.15
H -0.8734 1.0160 -1.4965 0.15 -0.18 0.18
H -0.0532 -0.3863 -3.9112 0.03 -0.08 0.09
H 0.8974 -0.5625 -2.4218 -0.04 0.00 -0.03
H 1.2496 1.8687 -2.3253 0.05 -0.01 -0.06
H 0.0177 2.1009 -3.5583 0.14 0.06 0.07
H 1.4414 0.9689 -5.2543 0.08 0.05 0.00
H 2.0874 2.5003 -4.6581 0.05 -0.11 0.06
C 1.6034 -2.0206 2.1127 0.08 -0.16 0.02
C 1.3691 -2.1233 3.5985 -0.08 0.00 -0.13
O 2.3496 -3.0681 4.0194 0.09 0.17 0.05
C 3.3831 -2.9907 3.1394 0.05 -0.06 0.00
O 4.4611 -3.4642 3.3390 -0.06 -0.01 -0.03
O 3.0313 -2.2955 2.0540 -0.03 0.04 -0.03
F 0.1354 -2.6001 3.9208 0.04 -0.09 0.02
H 1.0564 -2.7714 1.5447 -0.05 -0.02 0.03
H 1.3664 -1.0512 1.6879 0.10 -0.06 -0.07
H 1.5258 -1.1986 4.1466 -0.11 -0.04 -0.02
C -1.5502 -0.8858 6.8375 0.05 -0.09 -0.21
C -2.6198 -0.0285 6.2050 -0.06 0.01 0.02
O -3.2233 0.5952 7.3302 0.11 0.19 -0.06
C -2.2953 0.6444 8.3241 -0.01 0.02 -0.01
O -2.4041 1.2971 9.3113 -0.01 -0.06 -0.01
O -1.2424 -0.1392 8.0232 0.01 -0.09 0.03
F -3.5567 -0.7452 5.5378 -0.06 -0.06 0.14
H -1.9332 -1.8697 7.1117 -0.09 0.02 -0.02
H -0.6794 -0.9801 6.2002 0.12 0.01 0.19
H -2.2201 0.7377 5.5458 -0.12 -0.02 -0.13
C -1.9185 5.4925 -6.4797 -0.04 0.03 -0.03
C -2.4919 4.6804 -5.3336 0.09 0.00 -0.03
O -1.3796 3.9115 -4.9291 -0.02 0.06 0.20
C -0.2464 4.5859 -5.2595 0.02 -0.03 -0.08
O 0.8364 4.3297 -4.8583 -0.09 0.17 -0.13
O -0.5435 5.6002 -6.1110 0.01 0.02 -0.01
F -3.4911 3.8620 -5.7322 0.03 -0.06 -0.06
H -2.0051 4.9365 -7.4147 -0.06 -0.03 0.01
H -2.3586 6.4792 -6.5887 0.09 0.05 0.07
H -2.8417 5.2702 -4.4844 -0.10 -0.03 -0.02
C 3.1516 2.5349 7.0051 0.00 0.07 0.03
C 3.5456 1.4487 7.9881 -0.09 0.02 -0.06
O 2.5315 0.4872 7.7922 0.17 -0.15 -0.06
C 2.0508 0.6221 6.5296 -0.24 0.13 0.09
O 1.3531 -0.1617 5.9829 0.14 0.13 0.11
O 2.4912 1.7830 5.9863 0.12 -0.05 0.00
F 3.5217 1.8773 9.2713 -0.08 0.03 0.02
H 2.4442 3.2275 7.4640 0.00 -0.02 0.06
H 3.9940 3.0789 6.5869 0.00 -0.07 -0.09
H 4.5160 0.9874 7.7943 0.04 0.03 0.09
C -2.0744 4.4841 3.8986 -0.03 0.07 -0.06
C -0.6830 5.0761 4.0170 -0.03 -0.02 -0.04
O -0.1873 4.4486 5.1875 0.19 -0.14 -0.07
C -0.8309 3.2580 5.3303 -0.08 -0.03 -0.14
O -0.4864 2.3797 6.0480 0.01 0.10 0.21
O -1.9008 3.2051 4.5107 -0.03 -0.02 0.07
F -0.7015 6.4164 4.2033 -0.05 -0.01 0.10
H -2.7881 5.0717 4.4782 0.03 0.06 0.00
H -2.4227 4.3689 2.8771 0.06 -0.14 0.00
H -0.0178 4.8479 3.1826 0.01 0.12 -0.04
C -1.8161 -6.5441 -7.2714 0.08 0.00 0.11
C -2.1721 -7.8373 -7.9766 -0.07 0.05 0.05
O -3.5799 -7.8643 -7.8711 -0.02 0.01 -0.21
C -4.0247 -6.5772 -7.7576 0.02 -0.03 0.11
O -5.1525 -6.2420 -7.8796 0.03 -0.02 0.02
O -2.9827 -5.7540 -7.5085 -0.02 0.08 -0.08
F -1.6536 -8.9298 -7.3668 -0.03 0.00 0.08
H -1.6973 -6.7030 -6.1979 0.01 -0.07 0.00
H -0.9374 -6.0475 -7.6715 -0.08 0.08 -0.07
H -1.8952 -7.8701 -9.0325 0.07 -0.08 0.01
C 3.1300 2.9725 3.0760 0.01 -0.03 0.08
C 3.0145 1.8219 2.0947 0.01 0.06 0.09
O 2.0694 2.3189 1.1676 0.12 0.06 -0.23
C 2.1259 3.6707 1.1760 0.02 -0.08 0.15
O 1.6297 4.3896 0.3758 -0.11 0.02 0.03
O 2.8409 4.1027 2.2528 -0.05 0.07 -0.05
F 2.5407 0.7092 2.6909 -0.08 0.11 0.03
H 2.3711 2.8757 3.8538 0.03 -0.07 -0.02
H 4.1152 3.0724 3.5238 0.02 0.09 -0.09
H 3.9366 1.5724 1.5667 -0.02 -0.11 0.01
```
Forces are in eV/Å.